{
  "formula": "C16H15CdN3O5",
  "method": "wB97M-V/def2-TZVPD",
  "species": ["Cd", "O", "O", "O", "O", "O", "N", "N", "N", "C", "C", "C", "C", "C", "C", "C", "C", "C", "C", "C", "C", "C", "C", "C", "C", "H", "H", "H", "H", "H", "H", "H", "H", "H", "H", "H", "H", "H", "H", "H"],
  "xyz": [[0.27, 0.77, 0.01], [-3.80, 1.76, 0.09], [-1.42, -0.91, -0.09], [-1.58, 1.81, -0.03], [4.05, -0.73, -1.37], [4.08, -0.59, 1.41], [2.33, -0.01, 0.01], [0.86, 0.62, 2.27], [0.87, 0.56, -2.27], [2.57, -0.24, 3.69], [0.11, 0.87, 3.34], [-2.76, -0.35, 0.01], [2.95, -0.22, 1.20], [0.59, 0.60, -4.63], [2.07, 0.07, 2.43], [1.78, 0.02, 4.80], [-2.72, 1.21, 0.02], [-3.35, -0.83, 1.33], [2.09, 0.04, -2.42], [2.62, -0.23, -3.67], [0.14, 0.84, -3.34], [0.53, 0.59, 4.62], [1.85, 0.05, -4.79], [2.94, -0.28, -1.18], [-3.57, -0.81, -1.18], [-0.84, 1.28, -3.15], [2.24, -0.15, -5.78], [3.61, -0.65, -3.73], [2.14, -0.22, 5.79], [-0.12, 0.81, 5.46], [-3.68, -1.90, -1.18], [-4.56, -0.36, -1.15], [3.56, -0.67, 3.76], [-1.40, -1.56, -0.79], [-3.49, -1.92, 1.30], [-0.85, 1.33, 3.14], [-0.04, 0.84, -5.48], [-2.68, -0.59, 2.15], [-3.10, -0.51, -2.12], [-4.31, -0.35, 1.50]],
  "homo_lumo_gap_ev": 9.005,
  "homo_energy_ev": -9.24,
  "lumo_energy_ha": -0.009,
  "e_above_lowest_kj_mol": 0.0,
  "spin_multiplicity": 1
}

{
  "formula": "C2BrFNO4",
  "method": "wB97M-V/def2-TZVPD",
  "species": ["Br", "F", "O", "O", "O", "O", "N", "C", "C"],
  "xyz": [[-3.47, -0.78, -0.05], [-2.85, 1.70, -0.57], [2.61, -1.63, 0.52], [0.65, -0.62, -0.64], [0.47, 0.74, 1.03], [3.01, 0.22, -0.75], [-0.03, 0.13, 0.10], [2.56, -0.69, -0.16], [-2.95, 0.94, 0.52]],
  "homo_lumo_gap_ev": 6.568,
  "total_charge": -1,
  "homo_energy_ev": -3.98,
  "lumo_energy_ha": 0.095,
  "e_above_lowest_kj_mol": 149.4,
  "spin_multiplicity": 1
}

{
  "formula": "H5NO2P2",
  "method": "wB97M-V/def2-TZVPD",
  "species": ["P", "P", "O", "O", "N", "H", "H", "H", "H", "H"],
  "xyz": [[0.42, 1.66, 1.49], [0.06, -0.82, 0.00], [-1.02, -1.71, -0.80], [1.12, -1.62, 0.50], [-0.44, 0.66, 0.38], [0.93, -0.50, -1.59], [-0.80, 1.78, 2.44], [-1.88, -1.31, -1.03], [1.46, -1.04, -2.09], [0.15, 2.91, 0.72]],
  "homo_lumo_gap_ev": 8.397,
  "homo_energy_ev": -8.98,
  "lumo_energy_ha": -0.022,
  "e_above_lowest_kj_mol": 284.6,
  "spin_multiplicity": 1
}

{
  "formula": "C4H13N2O2",
  "method": "wB97M-V/def2-TZVPD",
  "species": ["O", "O", "N", "N", "C", "C", "C", "C", "H", "H", "H", "H", "H", "H", "H", "H", "H", "H", "H", "H", "H"],
  "xyz": [[-1.10, 1.19, 1.22], [1.25, -1.10, 2.10], [2.09, 1.05, -0.35], [-2.23, -0.87, -0.22], [0.20, -0.43, -0.72], [-1.26, -0.47, -1.25], [0.65, 1.00, -0.52], [0.02, 1.42, 0.83], [1.78, -0.32, 2.19], [0.67, 2.02, 1.49], [2.48, 1.96, -0.32], [0.78, -0.93, -1.47], [-1.54, 0.47, -1.73], [0.32, 1.76, -1.24], [-2.01, -0.39, 0.66], [-1.27, -1.13, -2.12], [1.62, -1.81, 2.63], [2.62, 0.34, -0.81], [-3.20, -0.75, -0.48], [0.25, -1.13, 0.10], [-2.12, -1.86, 0.01]],
  "homo_lumo_gap_ev": 9.762,
  "total_charge": 1,
  "homo_energy_ev": -12.91,
  "lumo_energy_ha": -0.116,
  "e_above_lowest_kj_mol": 228.1,
  "spin_multiplicity": 1
}

{
  "formula": "C28H27NO3",
  "method": "wB97M-V/def2-TZVPD",
  "species": ["O", "O", "O", "N", "C", "C", "C", "C", "C", "C", "C", "C", "C", "C", "C", "C", "C", "C", "C", "C", "C", "C", "C", "C", "C", "C", "C", "C", "C", "C", "C", "C", "H", "H", "H", "H", "H", "H", "H", "H", "H", "H", "H", "H", "H", "H", "H", "H", "H", "H", "H", "H", "H", "H", "H", "H", "H", "H", "H"],
  "xyz": [[2.49, 0.12, 1.41], [0.29, 0.17, -1.74], [2.41, 2.36, 1.76], [-2.99, 1.28, 2.44], [3.33, 3.47, 3.70], [2.10, 1.24, 1.05], [2.70, 2.18, 3.19], [-4.74, -0.29, -0.96], [-3.74, 0.95, 1.31], [4.40, 2.22, -3.01], [-0.44, -0.50, 0.65], [0.20, -3.65, -1.28], [-1.53, 0.27, 1.04], [4.42, 1.49, -4.20], [-0.73, 1.10, 3.39], [-1.81, -2.52, 0.29], [-1.09, -4.21, -1.27], [1.20, 1.56, -0.04], [-1.42, -5.41, -2.08], [1.25, 0.84, -1.30], [2.41, 1.04, -2.27], [-5.13, 0.87, 1.16], [-0.60, -1.82, 0.10], [2.42, 0.30, -3.48], [-3.34, -0.22, -0.77], [-2.84, 0.34, 0.39], [-1.69, 0.94, 2.29], [3.40, 2.01, -2.05], [3.42, 0.52, -4.43], [0.47, -2.51, -0.54], [-2.08, -3.67, -0.43], [-5.62, 0.25, -0.01], [3.39, 1.32, 3.34], [-5.13, -0.77, -1.87], [0.23, 0.75, 3.02], [-2.56, -2.14, 0.98], [-5.81, 1.24, 1.95], [-1.04, 0.51, 4.26], [5.21, 1.67, -4.94], [1.63, -0.43, -3.67], [-2.63, -0.57, -1.52], [3.27, 3.53, 4.79], [-0.62, -5.65, -2.77], [0.97, -4.12, -1.91], [4.40, 3.50, 3.44], [-3.07, -4.13, -0.39], [-1.60, -6.26, -1.40], [2.83, 4.35, 3.28], [3.42, -0.04, -5.37], [0.56, -0.37, 1.04], [1.48, -2.09, -0.46], [0.75, 2.57, -0.08], [-3.36, 1.72, 3.28], [5.16, 2.98, -2.80], [-2.34, -5.25, -2.64], [-0.66, 2.16, 3.69], [-6.70, 0.16, -0.18], [1.75, 2.01, 3.73], [3.33, 2.58, -1.12]],
  "homo_lumo_gap_ev": 5.392,
  "homo_energy_ev": -6.63,
  "lumo_energy_ha": -0.046,
  "e_above_lowest_kj_mol": 36.5,
  "spin_multiplicity": 1
}

{
  "formula": "CCl2F3NS",
  "method": "wB97M-V/def2-TZVPD",
  "species": ["Cl", "Cl", "S", "F", "F", "F", "N", "C"],
  "xyz": [[1.34, -2.06, -0.35], [2.82, 0.33, 0.34], [0.01, 0.62, -0.44], [-2.44, 0.86, 0.00], [0.67, 2.18, 0.23], [-1.90, -1.19, 0.80], [-1.93, -0.35, -0.32], [1.43, -0.39, -0.26]],
  "homo_lumo_gap_ev": [6.261, 7.993],
  "homo_energy_ev": [-8.38, -9.57],
  "lumo_energy_ha": [-0.078, -0.058],
  "e_above_lowest_kj_mol": 533.0,
  "spin_multiplicity": 1
}

{
  "formula": "ArH16O8",
  "method": "wB97M-V/def2-TZVPD",
  "species": ["Ar", "O", "O", "O", "O", "O", "O", "O", "O", "H", "H", "H", "H", "H", "H", "H", "H", "H", "H", "H", "H", "H", "H", "H", "H"],
  "xyz": [[1.28, 1.69, 0.22], [-1.20, -1.62, 1.79], [0.77, -0.23, 3.12], [4.17, 0.13, -0.98], [-1.63, 1.86, -1.74], [2.27, -1.17, -2.77], [-2.40, 2.97, 2.45], [0.33, -1.96, -0.96], [-2.21, -0.77, -1.30], [2.42, -1.91, -3.36], [0.31, -0.93, 2.65], [-1.02, -1.15, 0.97], [1.73, -1.53, -2.07], [-1.60, 2.57, -1.10], [1.42, -0.68, 3.66], [-1.95, 0.15, -1.34], [-2.69, -0.84, -0.47], [-0.57, -1.84, -1.26], [-1.76, -1.02, 2.29], [0.39, -2.89, -0.75], [3.98, 1.06, -1.13], [-2.85, 3.05, 3.29], [-1.12, 2.18, -2.48], [-1.49, 3.21, 2.65], [3.43, -0.33, -1.39]],
  "homo_lumo_gap_ev": 10.753,
  "homo_energy_ev": -10.52,
  "lumo_energy_ha": 0.009,
  "e_above_lowest_kj_mol": 10.7,
  "spin_multiplicity": 1
}

{
  "formula": "C32H22N6O4V",
  "method": "wB97M-V/def2-TZVPD",
  "species": ["V", "O", "O", "O", "O", "N", "N", "N", "N", "N", "N", "C", "C", "C", "C", "C", "C", "C", "C", "C", "C", "C", "C", "C", "C", "C", "C", "C", "C", "C", "C", "C", "C", "C", "C", "C", "C", "C", "C", "C", "C", "C", "C", "H", "H", "H", "H", "H", "H", "H", "H", "H", "H", "H", "H", "H", "H", "H", "H", "H", "H", "H", "H", "H", "H"],
  "xyz": [[2.13, 1.22, 0.45], [1.54, 2.62, -0.67], [0.85, 1.48, 7.16], [3.13, 1.63, 7.22], [-3.21, -2.54, -6.01], [-3.62, -1.12, 0.14], [1.23, -0.43, -0.57], [0.24, 0.78, 0.94], [-4.18, -1.93, -0.60], [4.24, 1.19, 0.91], [2.12, 1.30, 2.45], [6.79, 1.76, 1.80], [-0.44, 1.22, -1.31], [2.01, 1.54, 6.72], [-1.60, 1.23, 2.46], [-3.45, -2.44, -4.70], [-2.60, 1.35, 1.58], [5.26, 1.29, 0.04], [-0.90, 3.11, -0.52], [0.34, -2.68, -0.48], [-0.94, -2.27, -0.30], [-1.77, 1.93, -0.94], [4.47, 1.39, 2.23], [-1.25, -0.88, -0.25], [0.92, 1.31, 3.07], [-3.96, -3.47, -3.91], [0.85, 1.41, 4.44], [-0.13, 0.12, -0.32], [0.23, 2.49, -0.89], [-3.88, -2.02, -1.98], [-3.19, -1.19, -4.13], [-2.67, 1.14, 0.07], [6.55, 1.60, 0.45], [-3.47, -3.78, -6.66], [2.05, 1.47, 5.15], [-2.49, -0.36, -0.13], [-3.40, -0.98, -2.78], [-4.20, -3.24, -2.57], [1.39, -1.72, -0.58], [3.27, 1.45, 4.49], [5.75, 1.64, 2.71], [3.28, 1.37, 3.11], [-0.20, 1.07, 2.11], [-4.63, -4.02, -1.94], [-4.21, -4.43, -4.34], [-1.83, 1.37, 3.51], [7.79, 1.98, 2.16], [-3.24, 0.01, -2.38], [5.91, 1.78, 3.76], [-1.14, 4.06, -0.07], [-3.17, -3.64, -7.69], [-1.74, -2.98, -0.18], [0.60, -3.73, -0.51], [-2.88, -4.59, -6.22], [4.15, 1.50, 5.12], [-3.57, 1.53, 2.02], [-4.53, -4.03, -6.62], [-2.85, -0.39, -4.77], [-3.70, 1.38, -0.18], [7.33, 1.70, -0.29], [5.02, 1.14, -1.00], [2.41, -2.07, -0.67], [-0.33, 0.86, -2.34], [-0.07, 1.41, 5.02], [-2.39, 2.11, -1.82]],
  "homo_lumo_gap_ev": [5.728, 5.671],
  "s2": 2.017,
  "total_charge": 1,
  "homo_energy_ev": [-10.39, -10.39],
  "lumo_energy_ha": [-0.171, -0.173],
  "e_above_lowest_kj_mol": 429.7,
  "spin_multiplicity": 3
}

no.,E (a.u.)
1,-1327.01111
2,-3105.72075
3,-890.88152
4,-419.93854
5,-1363.54785
6,-1710.74400
7,-1139.02756
8,-2805.80150